1.
This record from the OMol25 dataset describes a 9-piece molecular cluster, C10H36N11O11 overall. The level of theory is ωB97M-V with the def2-TZVPD basis set.

Atoms and positions in Å:
1 O 0.2375 -1.3914 -1.0290
2 H -1.7013 -2.3107 3.0657
3 H 0.5181 -1.8256 3.7600
4 N -2.5111 -2.7579 -0.1869
5 C 0.5105 2.5282 2.3468
6 H 2.0338 1.8690 -1.1419
7 H -2.2614 1.3290 0.6429
8 H -1.3063 -2.4375 -2.3237
9 H -3.2472 2.7880 -1.8567
10 N 1.2250 1.3655 2.5180
11 H -3.3698 -2.7592 0.3353
12 N -0.1330 1.8792 -6.2325
13 C 2.3223 -1.0765 4.4204
14 C -2.5048 -3.6837 -1.2098
15 O -1.0978 -0.3749 3.4201
16 N 0.8460 -0.4074 -0.5708
17 H 1.4834 0.7272 1.7755
18 O 2.0245 -0.6968 5.5469
19 H -4.8325 1.0650 -0.9215
20 C -2.8230 1.3939 -0.2978
21 H 0.6538 -5.5787 1.4552
22 H -1.0322 1.4494 -6.1295
23 H -4.5527 0.4857 0.7041
24 N 3.5971 -0.8605 3.9420
25 C 0.5747 2.2331 -5.1013
26 O 4.8910 3.2720 -0.8671
27 O -2.4196 0.2545 -1.0623
28 H 1.8611 -1.8936 2.6420
29 H 0.4902 4.0599 0.9815
30 H 0.9918 -5.4205 -0.3089
31 H -1.5223 2.5584 -1.5427
32 H -4.6589 2.2562 0.3402
33 H 0.8406 -3.0319 0.2887
34 H -0.7302 1.1528 -3.9637
35 H -2.0777 -1.8577 -0.3497
36 H 3.4405 0.5491 -0.1384
37 H -0.8256 -1.5774 1.7304
38 H 4.1552 -0.2271 4.4795
39 H -1.6744 -3.9580 -3.0518
40 H 0.4921 2.0553 -3.0870
41 N 1.4799 -1.6647 3.5447
42 C 0.5674 -4.9401 0.5830
43 O 1.6198 2.8562 -5.1604
44 H -1.0277 0.4767 2.9769
45 N 4.2172 1.1905 -0.1850
46 H 2.5411 3.3061 -1.8795
47 H 5.1250 0.8091 -0.0051
48 H -2.4710 -1.0768 2.0260
49 N 0.8047 3.1221 1.1498
50 C -4.2960 1.2832 0.0100
51 H 1.3759 1.0432 3.4575
52 C -2.4987 2.6663 -1.0724
53 O -0.2958 2.9650 3.1519
54 H 3.8986 -1.2412 3.0656
55 O 1.2528 -3.7153 0.8294
56 O -3.0540 -4.7702 -1.0974
57 O 0.5750 0.7229 -1.0283
58 N -1.8578 -3.2799 -2.3365
59 H -0.4758 -4.7555 0.3118
60 H 0.2010 2.2305 -7.1078
61 C 4.0306 2.4202 -0.7762
62 H -1.5479 0.3551 -1.4653
63 O 1.6354 -0.5432 0.3753
64 N -0.0149 1.8550 -3.9289
65 H 1.5719 2.7781 0.5964
66 C -1.5460 -1.3727 2.5344
67 H -2.4479 3.5293 -0.4087
68 N 2.7298 2.6057 -1.1833

Atoms 1-2, force components in eV/Å:
0.2 -0.3 0.1
-0.1 0.1 0.2

2S+1: 1
HOMO: -6.987 eV
LUMO energy: 2.25 eV
E_tot: -49872.3800 eV
Total charge: -1
Kohn-Sham gap: 9.24 eV
Largest force on an atom: 1.20 eV/Å

2.
This record from the OMol25 dataset describes a 2-piece molecular cluster, CF2NO2 overall. The level of theory is ωB97M-V with the def2-TZVPD basis set.

Atoms and positions in Å:
1 O 2.3514 -0.9463 0.5804
2 F -3.0137 0.4263 0.5423
3 C 2.1748 0.0709 0.0487
4 F -1.8293 -0.9470 -0.7247
5 N -1.7153 0.2946 0.0147
6 O 2.0321 1.1016 -0.4614

Atoms 1-2, force components in eV/Å:
0.0 0.1 -0.2
-1.6 0.0 0.6

2S+1: 1
HOMO: -1.071 eV
LUMO energy: 3.25 eV
E_tot: -12054.3456 eV
Total charge: -1
Kohn-Sham gap: 4.32 eV
Largest force on an atom: 2.20 eV/Å

3.
This record from the OMol25 dataset describes C19H26N2Sn as an isolated structure. The level of theory is ωB97M-V with the def2-TZVPD basis set.

Atoms and positions in Å:
1 C -4.9573 0.1838 -0.6059
2 H -2.2940 2.2535 -0.2601
3 C 2.1558 -0.0887 -2.5529
4 C -0.0211 -0.0232 2.2239
5 C 3.3530 1.6535 -3.7461
6 H 0.9525 -2.0409 3.9853
7 C 3.2560 0.3407 -3.3104
8 C 0.0629 -1.4674 4.2663
9 H 3.9302 -2.0864 -2.9352
10 H 2.2426 0.2092 3.9458
11 C -0.3583 0.0145 1.0479
12 H -1.1687 1.7138 3.8006
13 H -5.1790 -0.6654 -1.2461
14 N 0.9503 -1.8138 -1.3651
15 C 2.3729 2.5562 -3.3155
16 H 2.3666 3.6093 -3.5907
17 H -4.0139 -0.0167 -0.0908
18 C -1.3591 2.1176 -0.8155
19 H 4.0505 -0.3652 -3.5538
20 H -1.2188 0.7158 5.2719
21 H -5.9063 1.5067 -2.0002
22 Sn -0.8343 -0.0033 -1.0618
23 C 3.0625 -2.4061 -2.3746
24 N 1.1637 0.7779 -2.1879
25 C 1.3016 0.6883 4.2335
26 C 2.9603 -3.7122 -1.8971
27 H 3.7150 -4.4555 -2.1459
28 C 2.0408 -1.4772 -2.0944
29 C 1.3378 2.0901 -2.4906
30 H 0.1022 -3.2329 -0.0833
31 H 4.1629 1.9880 -4.3908
32 H -0.5990 2.7635 -0.3649
33 H -5.0090 2.3631 -0.7528
34 H -5.7437 0.2486 0.1483
35 H 1.3139 1.7296 3.8972
36 H -4.1505 1.6304 -2.1038
37 H 0.0369 -1.4160 5.3666
38 H -1.5147 2.4297 -1.8502
39 H 0.6019 2.7814 -2.0820
40 C -1.1721 0.6840 4.1739
41 C 0.9258 -3.0358 -0.7794
42 H -2.0740 0.1804 3.8108
43 C 0.0767 -0.0479 3.6705
44 C 1.8849 -4.0243 -1.0601
45 H -0.8299 -2.0164 3.9498
46 H 1.2496 0.6942 5.3340
47 H 1.7573 -5.0147 -0.6130
48 C -4.9834 1.4861 -1.4054

Atoms 1-2, force components in eV/Å:
-0.2 0.3 -0.2
0.1 -0.7 -0.1

2S+1: 1
HOMO (alpha / beta): -15.754 / -15.753 eV
LUMO energy (alpha / beta): -10.63 / -10.75 eV
E_tot: -28916.4250 eV
Total charge: +2
Kohn-Sham gap (alpha / beta): 5.13 / 5.00 eV
Largest force on an atom: 4.89 eV/Å

4.
This record from the OMol25 dataset describes C18H33AuN7OPS2 as an isolated structure. The level of theory is ωB97M-V with the def2-TZVPD basis set.

Atoms and positions in Å:
1 H 1.4848 -5.8083 -0.3232
2 N -0.0480 -4.4549 -0.0495
3 H 1.1831 1.9157 5.7073
4 C -3.0560 0.6426 -0.7365
5 C 3.2487 2.0559 -1.5862
6 H 1.7256 1.0499 -2.7363
7 H 2.5458 -2.3277 0.4092
8 C 1.5230 4.3915 -1.8976
9 C 1.3310 -4.7695 -0.0114
10 N 1.5629 1.5242 4.8536
11 C -0.6104 -4.6573 -1.3731
12 H 2.1535 6.1548 -0.8094
13 C -0.4070 -3.2104 0.5626
14 H 2.5889 -1.8336 -1.2895
15 C 2.0420 -2.4409 -0.5577
16 C 2.7074 1.4981 -2.8874
17 H -2.8792 1.6902 4.9225
18 C 1.4587 -4.0392 -2.3612
19 S 1.9674 3.0232 -0.6777
20 N 2.0869 -3.8641 -0.9824
21 H -1.3544 -2.2516 -2.2139
22 H 4.1088 2.7045 -1.7344
23 C 0.8244 1.2285 3.8036
24 H 0.4675 4.6135 -1.7441
25 S 1.5853 0.5462 2.4314
26 H -4.8017 0.7887 -1.9805
27 H -2.3866 0.3649 -1.5371
28 H 3.3859 0.7396 -3.2705
29 H 1.9608 -3.3771 -3.0756
30 H 0.2132 -1.7726 -2.8900
31 P 0.2848 -1.7623 -0.4164
32 H 1.7415 -4.6372 0.9948
33 C -3.4295 1.6687 3.9864
34 H -1.4969 -3.1210 0.6162
35 H 1.6688 3.9265 -2.8740
36 N -0.5015 1.4661 3.8481
37 H -0.0119 -3.1665 1.5831
38 H -4.2331 0.9370 4.0922
39 H -0.4497 -5.6910 -1.6891
40 H -5.2494 1.6514 2.1819
41 H 2.2279 6.2772 -2.5417
42 C -4.4031 0.8805 -0.9827
43 H -3.9070 2.6421 3.8495
44 C -3.2654 1.1293 1.5132
45 H 3.5287 1.2572 -0.8994
46 H 2.6328 2.2667 -3.6524
47 O 0.8110 2.0911 -0.5890
48 C -2.5984 1.3365 2.8064
49 N 0.0734 -3.7532 -2.2811
50 C 2.3993 5.5872 -1.7051
51 H -6.2617 1.4147 -0.0473
52 H -1.6834 -4.4612 -1.3712
53 Au -0.3418 0.4263 0.8937
54 C -0.2723 -2.3770 -2.1182
55 N -1.3132 1.2346 2.7928
56 N -2.5129 0.7545 0.4618
57 H 2.5608 1.3482 4.8566
58 H 3.4592 5.3528 -1.7147
59 C -5.2061 1.2282 0.0902
60 C -4.6330 1.3555 1.3476
61 H 1.6057 -5.0760 -2.6812
62 H 3.0668 -4.1696 -1.0196
63 H -0.9028 1.8581 4.7038

Atoms 1-2, force components in eV/Å:
0.1 0.2 -0.1
-0.2 -0.5 0.3

2S+1: 1
HOMO (alpha / beta): -19.028 / -19.035 eV
LUMO energy (alpha / beta): -15.11 / -15.11 eV
E_tot: -66289.2978 eV
Total charge: +4
Kohn-Sham gap (alpha / beta): 3.92 / 3.93 eV
Largest force on an atom: 2.54 eV/Å

5.
This record from the OMol25 dataset describes one molecule with the formula C5H11N. The level of theory is ωB97M-V with the def2-TZVPD basis set.

Atoms and positions in Å:
1 H -2.4033 1.2348 -0.6615
2 H 1.0815 -1.9861 -0.0723
3 C -1.7675 0.3861 -0.3047
4 H -0.4188 1.8484 0.6109
5 H -0.1006 -1.9158 1.0610
6 H -0.8850 0.6359 1.7137
7 H 2.1649 0.7892 0.2603
8 C 0.6624 -1.3029 0.6935
9 H 1.4049 -1.0700 1.4644
10 C 0.2929 -0.0816 -0.0596
11 H -2.4823 -0.3435 0.1540
12 H 2.0537 0.1087 -1.3977
13 C -0.6971 0.8285 0.6724
14 N -0.6879 -0.2100 -1.2038
15 C 1.5260 0.6111 -0.5575
16 H 1.2501 1.6229 -0.9315
17 H -0.9939 -1.1557 -1.4416

Atoms 1-2, force components in eV/Å:
0.6 -0.8 -0.4
0.6 0.2 0.5

2S+1: 1
HOMO: -9.051 eV
LUMO energy: 1.06 eV
Structure (SMILES): CC1(C)CCN1
E_tot: -6852.2865 eV
Kohn-Sham gap: 10.11 eV
Largest force on an atom: 2.40 eV/Å

6.
This record from the OMol25 dataset describes C21H41N2O2P3SZr as an isolated structure. The level of theory is ωB97M-V with the def2-TZVPD basis set.

Atoms and positions in Å:
1 C 3.5456 -0.8338 1.0696
2 C -2.5401 3.0147 -1.6192
3 H -3.4406 -1.4152 1.4071
4 C 3.9384 0.6653 -1.2365
5 H 2.2950 0.6719 4.9560
6 C 1.4269 0.0093 5.0128
7 Zr -0.0187 -0.0709 -1.5506
8 H 0.1944 1.7432 4.7303
9 H -2.7138 4.0887 -1.7718
10 H -3.2340 2.6334 -0.8599
11 H -2.7295 2.4814 -2.5573
12 C -1.4096 -3.7050 -0.8190
13 C -0.8751 3.6949 0.5056
14 C 0.1563 3.9159 -2.0751
15 O 1.3872 1.7190 1.2814
16 C -0.6241 0.9607 -3.5117
17 C -1.3755 -0.2192 -3.4214
18 C -1.7108 0.4524 0.1446
19 H 1.6076 -0.7073 5.8232
20 H -0.7292 -3.9422 0.0085
21 H 2.1861 -1.1301 3.3744
22 C 0.7808 0.9069 -3.4679
23 N -0.9170 -0.3665 3.4655
24 H -2.2200 -2.6662 1.8125
25 P -2.1382 -2.0528 -0.5278
26 H -4.1098 -1.0112 -1.4697
27 H 2.7793 -2.9991 -0.9690
28 C 1.4249 -0.3298 -3.3496
29 H -1.1378 1.9098 -3.6690
30 H -1.4680 3.1485 1.2466
31 O -2.4263 0.8030 1.0149
32 H -1.9697 0.5957 4.9660
33 H 0.1385 3.8440 0.8935
34 P -0.8218 2.7678 -1.0417
35 H -1.3438 4.6694 0.3086
36 H -1.1542 -0.8932 5.4967
37 H 1.1667 -2.4706 -3.0454
38 H -2.2208 -4.4441 -0.8639
39 N 1.3273 -0.7389 3.7546
40 H -1.7613 -0.5430 2.9319
41 H -3.7087 -3.1185 0.9189
42 C 0.6754 -1.5080 -3.1952
43 H 4.6413 -0.8403 0.9671
44 C -1.0576 0.0053 4.8698
45 H 1.2039 3.8865 -1.7491
46 H -0.8365 -3.7322 -1.7522
47 C 3.3959 -2.1744 -1.3494
48 H -4.3120 -2.7778 -1.2868
49 C 0.2452 -0.8266 2.9661
50 H 3.8529 1.5625 -0.6087
51 H -2.4661 -0.1686 -3.4758
52 H 3.2475 -0.0093 1.7275
53 H 0.1072 1.0366 6.3465
54 P 2.8161 -0.6196 -0.5774
55 C -2.9517 -2.3341 1.0643
56 C -0.7240 -1.4523 -3.2663
57 H 4.9715 0.2931 -1.2042
58 H -0.2334 4.9342 -1.9413
59 C 0.9972 1.1527 0.3352
60 H 3.6759 0.9378 -2.2649
61 C 0.1653 0.7985 5.2820
62 H 3.2119 -1.7876 1.4997
63 H 4.4434 -2.3443 -1.0661
64 H -3.3689 -2.1109 -2.6566
65 H 0.1153 3.6480 -3.1361
66 H 1.3729 1.8245 -3.5480
67 H -1.2963 -2.3786 -3.2290
68 H 2.5152 -0.3667 -3.3819
69 C -3.6194 -1.9852 -1.5987
70 S 0.3427 -1.5546 1.3734
71 H 3.3123 -2.1475 -2.4404

Atoms 1-2, force components in eV/Å:
-0.5 0.0 0.7
0.0 -0.5 -0.1

2S+1: 1
HOMO (alpha / beta): -20.435 / -20.435 eV
LUMO energy (alpha / beta): -14.67 / -14.66 eV
E_tot: -69459.1504 eV
Total charge: +4
Kohn-Sham gap (alpha / beta): 5.77 / 5.77 eV
Largest force on an atom: 12.39 eV/Å